ORCA calculation (ωB97M-V/def2-TZVPD) on C24H42NOP3Sn as an isolated structure at a distorted geometry.

Last column: Löwdin charge in e.
Cartesian coordinates (Å):
Sn (-0.373, 0.690, -0.513)  0.951
P (-1.896, -1.394, -0.112)  0.743
P (1.433, -0.913, 1.747)  0.779
P (1.156, -1.264, -1.911)  0.709
H (-1.135, 5.853, -5.377)  0.134
C (-1.152, 4.945, -5.984)  0.224
C (-2.165, 4.076, -5.915)  0.189
H (-3.009, 4.214, -5.234)  0.132
C (-3.435, -0.814, 0.667)  -0.226
C (-1.337, -2.763, 0.966)  -0.203
C (-2.471, -2.163, -1.662)  -0.208
C (2.971, 0.096, 1.831)  -0.266
C (0.749, -0.537, 3.419)  -0.264
C (2.108, -2.591, 2.114)  -0.236
C (0.631, -1.118, -3.650)  -0.247
C (1.244, -3.060, -1.621)  -0.215
C (2.893, -0.713, -1.932)  -0.238
H (-0.332, 4.815, -6.703)  0.136
H (-2.193, 3.222, -6.601)  0.119
H (-3.734, 0.146, 0.227)  0.065
H (-3.307, -0.687, 1.749)  0.051
H (-4.214, -1.563, 0.475)  0.079
H (-1.162, -2.411, 1.990)  0.052
H (-0.421, -3.241, 0.602)  0.026
H (-2.141, -3.511, 0.983)  0.097
H (-2.511, -1.421, -2.471)  0.048
H (-3.489, -2.531, -1.472)  0.081
H (-1.834, -3.001, -1.976)  0.063
H (3.600, -0.281, 2.648)  0.071
H (2.716, 1.147, 2.015)  0.051
H (3.519, 0.040, 0.883)  0.028
H (1.152, -1.199, 4.197)  0.072
H (-0.340, -0.646, 3.410)  0.020
H (0.988, 0.504, 3.657)  0.044
H (3.175, -2.510, 2.341)  0.067
H (1.974, -3.266, 1.263)  0.015
H (1.586, -3.021, 2.976)  0.062
H (1.195, -1.816, -4.287)  0.082
H (0.800, -0.096, -4.015)  0.014
H (-0.441, -1.342, -3.743)  0.047
H (1.441, -3.538, -2.591)  0.080
H (0.298, -3.448, -1.220)  0.019
H (2.067, -3.283, -0.929)  0.055
H (3.334, -1.015, -2.893)  0.076
H (3.455, -1.176, -1.107)  0.056
H (2.938, 0.380, -1.835)  0.039
C (-1.039, 2.216, -3.039)  -0.351
C (0.111, 3.052, -3.021)  0.005
C (1.031, 2.914, -4.048)  -0.013
C (0.758, 2.049, -5.113)  -0.008
C (-0.526, 1.490, -5.251)  -0.065
C (-1.478, 1.679, -4.269)  0.005
O (-1.615, 1.806, -1.909)  -0.175
H (1.018, 1.744, -0.908)  0.027
H (0.283, 3.706, -2.167)  0.142
H (1.976, 3.464, -4.027)  0.149
H (1.517, 1.849, -5.880)  0.156
H (-0.786, 0.919, -6.145)  0.152
H (-2.520, 1.369, -4.379)  0.157
N (-1.375, 1.551, 1.517)  0.096
C (-1.614, 1.707, 2.658)  -0.092
C (-1.832, 1.861, 4.054)  -0.239
C (-2.859, 1.150, 4.710)  -0.013
C (-3.001, 1.220, 6.101)  -0.021
C (-2.112, 1.994, 6.857)  -0.002
C (-1.084, 2.700, 6.220)  -0.019
C (-0.953, 2.642, 4.828)  -0.014
H (-3.535, 0.532, 4.121)  0.114
H (-3.788, 0.642, 6.597)  0.133
H (-2.200, 2.021, 7.948)  0.138
H (-0.373, 3.291, 6.810)  0.134
H (-0.146, 3.181, 4.330)  0.127

Atomic forces in eV per Å
Sn 1.478 -1.391 1.429
P -1.338 -0.087 0.526
P 0.496 0.726 1.008
P 0.105 0.591 -0.304
H 0.007 -0.137 -0.114
C 3.066 2.939 -0.417
C -3.056 -2.874 -0.124
H 0.189 -0.027 -0.125
C 0.039 0.233 0.022
C 0.601 0.314 0.015
C 0.289 0.193 -0.339
C -0.123 0.049 -0.325
C -0.390 0.210 -0.188
C -0.293 -0.420 -0.708
C -0.064 -0.188 -0.290
C -0.210 -0.087 0.053
C -0.045 -0.001 -0.019
H -0.241 0.011 0.306
H -0.235 0.406 0.149
H -0.053 -0.224 0.118
H 0.010 -0.035 -0.316
H 0.138 0.161 0.122
H -0.126 -0.007 -0.271
H -0.271 0.151 0.114
H -0.017 0.199 -0.116
H -0.094 -0.214 0.205
H 0.291 0.015 -0.084
H -0.162 0.239 0.122
H -0.110 0.199 -0.212
H 0.086 -0.207 -0.021
H 0.032 0.001 0.290
H 0.036 0.255 -0.308
H 0.101 0.012 0.170
H -0.126 -0.157 0.098
H -0.199 -0.025 -0.029
H 0.187 -0.063 0.238
H 0.100 0.085 -0.245
H -0.151 0.193 0.140
H 0.077 -0.399 0.260
H 0.303 0.007 -0.043
H 0.015 0.015 0.312
H 0.416 -0.032 -0.232
H -0.300 0.020 -0.204
H 0.041 0.083 0.317
H -0.168 0.180 -0.303
H 0.115 -0.235 -0.047
C -1.006 -0.570 2.895
C 1.154 0.258 -0.151
C 0.094 0.634 0.711
C 0.445 -0.105 -0.580
C -1.070 -0.012 -0.268
C -0.359 -0.412 -1.313
O 0.912 0.538 -2.125
H -1.036 -0.516 0.681
H 0.049 -0.198 -0.152
H -0.313 -0.173 0.063
H -0.296 0.147 0.318
H 0.122 0.171 0.185
H 0.359 -0.335 0.143
N -0.028 0.084 1.050
C 0.545 -0.185 -1.549
C -0.174 -0.059 0.718
C -0.251 -0.199 0.194
C 0.054 -0.126 -0.455
C 0.095 -0.090 -0.179
C 0.033 0.016 -0.427
C 0.427 0.239 0.219
H 0.037 0.138 0.217
H 0.323 0.324 -0.274
H -0.006 0.038 -0.446
H -0.353 -0.233 -0.320
H -0.205 -0.053 0.214

As for the total charge: +4. Its energy relative to the best compared isomer or geometry (same formula, charge and spin) is 0.286 eV. For the molecular weight, the calculation gives 572.2 g/mol. For the HOMO-LUMO gap (spin up / spin down), the calculation gives 3.6 / 2.4 eV. The calculation puts the total energy at -2306.39190 hartree. Its multiplicity is 1.

***

ORCA calculation (ωB97M-V/def2-TZVPD) on a 9-piece molecular cluster, C24H42O30S6 overall at a distorted geometry.

Last column: Löwdin charge in e.
Cartesian coordinates (Å):
O (3.163, -2.765, -8.211)  -0.221
S (3.206, -2.390, -6.836)  0.648
O (3.666, -1.072, -6.503)  -0.236
O (1.792, -2.746, -6.132)  -0.203
C (1.951, -3.515, -4.914)  -0.131
C (3.454, -3.655, -4.721)  -0.177
O (4.006, -3.565, -6.031)  -0.196
H (1.538, -2.914, -4.102)  0.114
H (1.355, -4.421, -4.986)  0.131
H (3.783, -4.583, -4.258)  0.135
H (3.929, -2.847, -4.160)  0.115
O (0.856, -6.921, 3.623)  -0.206
S (0.403, -6.706, 2.300)  0.627
O (-0.866, -7.216, 1.907)  -0.226
O (0.430, -5.106, 1.991)  -0.192
C (1.003, -4.852, 0.711)  -0.175
C (1.330, -6.204, 0.073)  -0.155
O (1.471, -7.107, 1.168)  -0.181
H (0.261, -4.264, 0.159)  0.128
H (1.792, -4.120, 0.898)  0.100
H (2.183, -6.049, -0.582)  0.135
H (0.472, -6.542, -0.510)  0.129
O (-1.161, -0.634, -7.281)  -0.216
S (-1.141, 0.199, -6.119)  0.645
O (-2.326, 0.808, -5.568)  -0.248
O (-0.225, -0.494, -4.986)  -0.201
C (0.787, 0.394, -4.471)  -0.153
C (0.870, 1.653, -5.344)  -0.114
O (-0.083, 1.375, -6.397)  -0.215
H (0.451, 0.711, -3.489)  0.094
H (1.689, -0.209, -4.501)  0.119
H (1.716, 1.673, -6.033)  0.133
H (0.746, 2.598, -4.822)  0.126
O (0.386, 6.327, 2.169)  -0.228
S (-0.530, 6.011, 1.107)  0.685
O (-0.252, 6.627, -0.165)  -0.218
O (-0.888, 4.413, 1.048)  -0.209
C (-1.998, 4.097, 1.870)  -0.173
C (-2.608, 5.401, 2.391)  -0.170
O (-2.039, 6.438, 1.581)  -0.193
H (-2.782, 3.697, 1.223)  0.104
H (-1.601, 3.369, 2.575)  0.134
H (-2.381, 5.675, 3.431)  0.130
H (-3.691, 5.470, 2.481)  0.115
O (-1.720, 2.087, -3.150)  -0.228
S (-3.026, 1.843, -2.599)  0.648
O (-3.493, 0.500, -2.511)  -0.202
O (-3.189, 2.644, -1.173)  -0.214
C (-4.476, 3.237, -1.077)  -0.168
C (-4.973, 3.467, -2.516)  -0.154
O (-4.145, 2.707, -3.370)  -0.172
H (-5.117, 2.555, -0.518)  0.132
H (-4.411, 4.219, -0.610)  0.127
H (-4.933, 4.512, -2.819)  0.134
H (-5.990, 3.083, -2.615)  0.135
O (1.227, -1.209, -1.812)  -0.210
S (0.841, -1.016, -0.446)  0.660
O (1.642, -1.648, 0.558)  -0.234
O (0.947, 0.563, -0.041)  -0.175
C (-0.343, 1.150, -0.102)  -0.166
C (-1.263, 0.052, 0.361)  -0.190
O (-0.764, -1.116, -0.260)  -0.148
H (-0.544, 2.099, 0.383)  0.124
H (-0.599, 1.245, -1.159)  0.101
H (-2.317, 0.245, 0.156)  0.131
H (-1.319, 0.050, 1.456)  0.097
O (2.452, -1.988, 5.913)  0.129
C (2.006, -1.186, 5.152)  -0.509
C (0.603, -0.718, 5.025)  -0.063
C (0.635, 0.297, 3.878)  -0.127
C (2.124, 0.438, 3.448)  -0.103
O (2.805, -0.518, 4.308)  0.005
H (-0.124, -1.489, 4.770)  0.130
H (0.164, -0.281, 5.920)  0.127
H (0.070, -0.052, 3.014)  0.081
H (0.230, 1.273, 4.140)  0.106
H (2.470, 0.080, 2.479)  0.097
H (2.588, 1.396, 3.686)  0.124
O (-2.947, 0.687, 3.265)  0.129
C (-3.874, 1.305, 3.696)  -0.468
C (-4.520, 1.332, 5.058)  -0.060
C (-4.915, 2.811, 5.133)  -0.155
C (-5.359, 3.075, 3.705)  -0.149
O (-4.448, 2.283, 2.934)  -0.005
H (-5.417, 0.715, 4.961)  0.139
H (-3.890, 1.081, 5.905)  0.130
H (-5.687, 2.926, 5.898)  0.122
H (-4.087, 3.419, 5.500)  0.121
H (-6.388, 2.774, 3.521)  0.134
H (-5.169, 4.140, 3.576)  0.110
O (4.362, -2.719, -1.609)  0.117
C (4.964, -2.370, -0.635)  -0.471
C (4.824, -2.692, 0.816)  -0.077
C (5.450, -1.505, 1.591)  -0.098
C (6.181, -0.700, 0.450)  -0.134
O (5.893, -1.388, -0.751)  0.015
H (3.811, -2.925, 1.132)  0.095
H (5.370, -3.616, 1.030)  0.131
H (4.637, -0.918, 2.010)  0.088
H (6.063, -1.912, 2.387)  0.111
H (5.713, 0.282, 0.400)  0.120
H (7.260, -0.643, 0.566)  0.121

Atomic forces in eV per Å
O -0.055 0.173 0.696
S -0.043 -1.256 -0.114
O -0.485 -0.911 0.424
O 0.598 0.434 -0.279
C -0.175 1.067 0.474
C 0.684 0.224 0.304
O -0.085 0.734 -1.155
H -0.062 -0.040 0.012
H 0.316 -0.197 -0.349
H -0.157 -0.131 -0.250
H -0.575 0.038 0.355
O 0.553 -0.145 -0.405
S -0.793 1.186 -0.408
O 0.079 -0.066 -0.108
O -0.003 -1.482 0.645
C -0.634 1.398 0.116
C -1.058 1.076 -0.210
O 0.810 -0.023 0.624
H 0.002 -0.451 -0.293
H 0.517 -0.649 -0.231
H 0.434 -0.831 0.395
H 0.090 -0.001 -0.149
O -0.471 0.404 0.986
S 1.016 1.264 0.264
O 0.786 -1.229 -0.576
O -0.885 0.276 -0.599
C -0.217 0.120 0.433
C 0.174 -1.388 -2.099
O -1.366 0.418 -0.280
H 0.394 -0.383 0.262
H 0.190 0.274 0.389
H 0.795 0.226 1.095
H -0.511 -0.067 -0.055
O -0.825 -1.064 -0.484
S -0.062 1.604 0.159
O -0.858 -1.605 1.142
O 1.110 1.808 -0.742
C -1.016 -0.283 -0.321
C 0.905 1.048 1.990
O 0.300 -0.397 -0.792
H 0.433 -0.660 0.029
H -0.655 0.128 0.382
H 0.762 -0.489 -0.041
H -0.098 -0.182 -1.307
O -1.294 0.212 1.115
S 0.128 0.332 -1.006
O 0.158 0.524 0.606
O 0.709 -0.413 -0.829
C -0.404 0.137 -0.246
C -0.614 -0.301 0.270
O 1.134 -0.449 -0.117
H -0.098 0.161 0.023
H 0.282 -0.242 0.397
H 0.118 -0.072 -0.009
H 0.016 0.200 -0.075
O -1.049 -0.093 0.861
S 1.217 1.688 0.048
O -1.014 -0.419 -0.129
O 0.250 -0.373 0.178
C -1.638 -0.694 -1.785
C -0.917 1.418 1.777
O 1.143 -0.944 -0.158
H 0.932 -0.030 0.358
H 0.271 0.624 -0.150
H 0.144 -0.349 -0.972
H 0.672 -0.876 -0.002
O -0.028 -0.426 0.239
C 0.496 0.017 0.545
C -1.551 0.772 -0.947
C 0.281 0.565 -1.183
C 0.580 -1.098 1.362
O 0.468 0.096 -0.054
H 0.479 -0.464 0.052
H 0.619 0.008 0.306
H -0.104 -0.067 0.127
H -0.006 -0.031 0.112
H -0.898 0.506 -0.420
H -0.298 0.114 -0.199
O -0.056 -0.379 -0.001
C 0.664 0.501 0.120
C 0.033 0.740 -0.224
C -0.912 -1.062 1.144
C 0.748 0.519 1.262
O -0.172 0.208 -0.508
H 0.052 -0.142 0.422
H 0.104 -0.643 -0.299
H -0.224 0.212 -0.312
H 0.177 0.073 -0.519
H -0.010 0.141 -0.148
H -0.367 -0.095 -0.964
O -0.002 -0.849 0.199
C -0.203 1.440 -0.203
C 0.111 -0.623 1.008
C -0.330 -0.528 -1.032
C -0.677 -0.672 1.298
O 0.193 -0.006 -0.821
H -0.153 0.273 -0.341
H 0.185 0.046 -0.220
H 0.190 0.132 0.204
H 0.248 0.435 0.032
H 0.376 0.158 -0.167
H -0.017 0.118 0.043

For the molecular weight, the calculation gives 1003.0 g/mol. For the HOMO-LUMO gap, the calculation gives 9.9 eV. The calculation puts the total energy at -5585.83575 hartree. Its multiplicity is 1. Its SMILES is O=S1(=O)OCCO1.O=S1(=O)OCCO1.O=S1(=O)OCCO1.O=S1(=O)OCCO1.O=S1(=O)OCCO1.O=S1(=O)OCCO1.O=C1CCCO1.O=C1CCCO1.O=C1CCCO1.

***

ORCA calculation (ωB97M-V/def2-TZVPD) on a 3-piece molecular cluster, C24H42O6Si2 overall at a distorted geometry.

Last column: Löwdin charge in e.
Cartesian coordinates (Å):
C (-6.769, -2.934, 1.145)  -0.185
Si (-5.115, -2.360, 0.412)  0.613
C (-4.565, -0.927, 1.535)  -0.162
C (-3.877, -3.797, 0.370)  -0.237
C (-2.614, -3.632, 1.268)  -0.253
C (-1.371, -3.074, 0.508)  -0.202
C (-1.275, -1.544, 0.576)  -0.223
C (0.152, -1.024, 0.237)  -0.193
C (0.076, 0.371, -0.406)  -0.214
C (-0.237, 1.507, 0.593)  -0.270
C (-1.747, 1.798, 0.766)  -0.396
Si (-2.135, 3.607, 1.171)  0.633
C (-5.362, -1.565, -1.291)  -0.252
C (-6.593, -1.134, -1.747)  -0.095
C (-6.672, -0.531, -2.976)  -0.105
C (-5.574, -0.342, -3.758)  -0.102
C (-4.341, -0.786, -3.336)  -0.086
C (-4.265, -1.380, -2.104)  -0.117
H (-7.260, -3.705, 0.547)  0.031
H (-7.421, -2.056, 1.201)  0.024
H (-6.560, -3.267, 2.166)  0.032
H (-3.865, -0.327, 0.949)  0.001
H (-4.145, -1.255, 2.486)  0.030
H (-5.452, -0.299, 1.671)  0.037
H (-4.404, -4.682, 0.748)  0.068
H (-3.524, -4.053, -0.634)  0.070
H (-2.317, -4.629, 1.616)  0.097
H (-2.786, -3.032, 2.166)  0.085
H (-0.506, -3.454, 1.064)  0.109
H (-1.413, -3.447, -0.518)  0.108
H (-1.538, -1.199, 1.581)  0.107
H (-1.962, -1.067, -0.130)  0.077
H (0.587, -1.690, -0.518)  0.107
H (0.746, -1.024, 1.155)  0.113
H (1.041, 0.599, -0.876)  0.097
H (-0.666, 0.368, -1.214)  0.105
H (0.230, 1.254, 1.549)  0.105
H (0.235, 2.422, 0.219)  0.071
H (-2.163, 1.221, 1.600)  0.050
H (-2.333, 1.535, -0.123)  0.060
H (-1.993, 3.851, 2.624)  -0.085
H (-1.282, 4.549, 0.415)  -0.081
H (-3.564, 3.850, 0.860)  -0.088
H (-7.483, -1.270, -1.143)  0.099
H (-7.631, -0.161, -3.332)  0.107
H (-5.630, 0.152, -4.723)  0.106
H (-3.451, -0.680, -3.945)  0.106
H (-3.281, -1.706, -1.769)  0.090
C (3.861, 3.598, -2.662)  -0.019
C (3.927, 3.767, -1.165)  -0.328
C (5.240, 3.353, -0.551)  -0.090
O (4.847, 2.968, 0.773)  0.055
C (3.560, 2.545, 0.698)  -0.553
O (2.991, 1.959, 1.561)  0.159
O (3.012, 2.878, -0.499)  0.074
H (4.650, 4.167, -3.154)  0.092
H (3.954, 2.546, -2.938)  0.094
H (2.898, 3.941, -3.041)  0.086
H (3.664, 4.792, -0.888)  0.159
H (5.966, 4.163, -0.517)  0.141
H (5.691, 2.487, -1.043)  0.131
C (6.483, 0.016, 2.444)  -0.016
C (7.196, -0.567, 1.248)  -0.329
C (8.683, -0.321, 1.229)  -0.096
O (8.973, -0.328, -0.174)  0.066
C (7.846, 0.077, -0.814)  -0.562
O (7.794, 0.391, -1.959)  0.160
O (6.785, 0.082, 0.033)  0.074
H (6.896, -0.379, 3.373)  0.091
H (6.562, 1.104, 2.450)  0.090
H (5.419, -0.222, 2.408)  0.089
H (6.968, -1.632, 1.154)  0.159
H (9.248, -1.095, 1.745)  0.139
H (8.960, 0.656, 1.635)  0.141

Atomic forces in eV per Å
C 0.500 0.401 -0.428
Si -0.283 0.333 0.279
C -0.282 -0.342 -0.818
C 0.384 0.123 0.645
C 0.505 -0.395 -0.717
C -0.868 0.446 1.373
C 0.711 0.005 -0.423
C -1.212 0.122 -0.651
C 0.637 0.188 0.513
C -0.418 -0.039 -0.634
C 0.094 0.297 0.442
Si -0.277 -0.560 0.129
C -0.100 -0.742 1.092
C -0.129 -0.220 0.421
C -1.592 0.646 -0.319
C 0.798 0.351 -1.196
C 0.196 0.093 -0.177
C 1.307 -0.342 0.221
H 0.011 -0.059 0.234
H -0.050 -0.168 0.060
H -0.217 -0.165 -0.108
H 0.213 -0.011 0.349
H -0.012 0.252 -0.003
H 0.102 -0.088 0.258
H -0.160 0.134 -0.206
H -0.255 0.082 -0.013
H -0.192 0.075 0.041
H -0.112 -0.029 -0.092
H 0.138 -0.145 -0.492
H 0.428 0.038 0.046
H -0.134 -0.072 -0.096
H -0.135 -0.123 0.153
H 0.151 -0.106 0.316
H 0.256 0.009 -0.256
H -0.070 -0.054 0.085
H 0.051 -0.051 0.071
H -0.030 0.248 -0.021
H 0.166 -0.148 0.133
H -0.055 -0.066 -0.183
H 0.189 -0.037 0.009
H 0.161 0.099 -0.007
H 0.023 0.017 -0.033
H 0.020 0.133 -0.068
H 0.006 0.024 -0.066
H 0.039 -0.094 0.044
H -0.267 -0.028 0.071
H -0.077 0.085 -0.022
H -0.131 -0.087 0.042
C -0.400 -0.182 -0.069
C 0.084 -0.013 -0.583
C 0.312 0.085 0.045
O -0.143 -0.061 -0.076
C -0.108 -0.078 0.014
O 0.044 -0.005 0.011
O 0.172 0.052 0.315
H 0.014 0.020 0.060
H 0.150 0.007 0.070
H 0.048 0.075 0.000
H 0.022 -0.032 0.110
H -0.025 -0.014 0.211
H -0.092 0.011 -0.090
C -0.338 0.156 -0.169
C -0.248 0.198 0.669
C 0.207 -0.189 0.020
O -0.172 0.117 -0.009
C -0.045 0.018 -0.147
O -0.016 0.021 0.052
O 0.296 -0.086 -0.188
H 0.035 -0.051 -0.044
H 0.112 -0.019 -0.006
H 0.024 -0.029 0.040
H 0.091 -0.005 -0.087
H 0.080 -0.037 -0.189
H -0.129 0.010 0.045

Its energy relative to the best compared isomer or geometry (same formula, charge and spin) is 0.446 eV. For the molecular weight, the calculation gives 482.8 g/mol. For the HOMO-LUMO gap, the calculation gives 9.8 eV. The calculation puts the total energy at -1970.15593 hartree. Its multiplicity is 1. Its SMILES is C[Si](C)(CCCCCCCC[SiH3])c1ccccc1.C[C@@H]1COC(=O)O1.C[C@@H]1COC(=O)O1.

***

- What is the multiplicity in the first record?
  1

***

- Among the records above, which one has the highest total energy?
  C24H42O6Si2